(1)
Formula: C5H7N
Source: the OMol25 dataset
Level of theory: ωB97M-V/def2-TZVPD

Summary:
LUMO level: 1.1 eV
Gap between HOMO and LUMO: 9.83 eV
Highest occupied orbital energy: -8.69 eV

XYZ file:
```
13
Properties=species:S:1:pos:R:3:forces:R:3:lowdin_charge:R:1
C -1.916585 -0.021785 0.466298 4.43 0.83 0.10 -0.13
C 1.999696 0.000194 -0.132381 1.62 -0.51 -0.98 -0.16
C -0.000503 -0.058920 0.813872 -2.84 -0.75 0.19 -0.15
C 0.671233 -0.659676 -0.364348 0.74 1.79 1.21 -0.20
C 0.814158 0.899656 -0.025332 -0.25 -3.67 0.79 -0.14
N -2.198347 -0.350440 -0.713771 -3.27 0.11 0.56 0.03
H -2.511473 0.529369 1.201380 -0.08 -0.56 0.03 0.07
H 2.677530 -0.296184 0.761833 -1.25 0.70 -1.31 0.12
H 2.551397 0.129338 -1.114666 -0.19 -0.16 1.39 0.11
H 0.440746 -0.350671 1.838346 -1.33 0.58 -1.23 0.12
H 0.310237 -1.227003 -1.208303 -0.17 0.47 0.01 0.11
H 0.473552 1.635629 -0.665309 -0.46 1.39 -0.99 0.09
H -3.311637 -0.229504 -0.857613 3.05 -0.23 0.24 0.11
```
Positions in Å, forces in eV/Å.

(2)
Formula: C5H7N
Source: the OMol25 dataset
Level of theory: ωB97M-V/def2-TZVPD

Summary:
SMILES: CC=C=N.C#C
LUMO level: 0.9 eV
Gap between HOMO and LUMO: 9.93 eV
Highest occupied orbital energy: -9.04 eV

XYZ file:
```
13
Properties=species:S:1:pos:R:3:forces:R:3:lowdin_charge:R:1
C 2.583325 0.476863 -0.275912 0.07 0.01 -0.08 -0.11
C 1.413666 0.078113 0.587837 -0.19 -0.15 -0.02 -0.16
C 0.542588 -0.843380 0.261325 -0.15 -0.17 -0.04 -0.19
N -0.335382 -1.638273 -0.085310 0.47 0.32 0.19 0.12
H 3.526435 0.104880 0.141363 -0.14 0.07 -0.06 0.07
H 2.482055 0.082100 -1.290517 0.01 0.04 0.16 0.07
H 2.657586 1.567014 -0.342843 -0.03 -0.16 0.00 0.07
H 1.282261 0.554336 1.556037 -0.01 -0.09 -0.11 0.10
H -0.147670 -2.606824 0.176174 0.00 0.08 -0.02 0.08
C -3.939811 0.968262 -0.133036 0.36 -0.34 -0.03 -0.02
C -3.072139 0.140162 -0.232320 -0.36 0.35 0.01 -0.01
H -4.706586 1.705705 -0.041263 0.13 -0.14 -0.02 0.01
H -2.286333 -0.588960 -0.321541 -0.17 0.17 0.02 -0.03
```
Positions in Å, forces in eV/Å.

(3)
Formula: C5H7N
Source: the OMol25 dataset
Level of theory: ωB97M-V/def2-TZVPD

Summary:
SMILES: Cc1cc[nH]c1
LUMO level: 1.1 eV
Gap between HOMO and LUMO: 9.15 eV
Highest occupied orbital energy: -8.08 eV

XYZ file:
```
13
Properties=species:S:1:pos:R:3:forces:R:3:lowdin_charge:R:1
C -1.713887 -0.613990 0.348647 -0.28 -0.06 0.17 -0.07
C -0.588055 0.194047 -0.218840 0.23 -0.33 0.38 -0.31
C 0.344918 -0.472007 -1.059792 0.15 -0.11 0.03 -0.09
C 1.594685 -0.034733 -0.724380 0.04 0.00 -0.02 -0.13
N 1.451229 0.939373 0.235778 0.07 0.17 -0.20 0.01
C 0.119384 1.106698 0.522714 0.04 -0.19 0.16 -0.10
H -1.167806 -1.420001 0.849862 -0.44 -0.21 0.03 0.08
H -2.257565 -0.104287 1.142965 -0.22 0.17 -0.21 0.07
H -2.396681 -1.075787 -0.369407 0.02 0.26 0.01 0.07
H 0.073133 -1.275126 -1.732073 0.26 0.03 0.08 0.10
H 2.560075 -0.429959 -1.001815 0.00 0.35 -0.15 0.10
H 2.204533 1.416529 0.699035 -0.05 0.07 -0.20 0.14
H -0.223965 1.769243 1.307306 0.17 -0.15 -0.07 0.12
```
Positions in Å, forces in eV/Å.

(4)
Formula: C5H7N
Source: the OMol25 dataset
Level of theory: ωB97M-V/def2-TZVPD

Summary:
LUMO level: 1.0 eV
Gap between HOMO and LUMO: 9.16 eV
Highest occupied orbital energy: -8.19 eV

XYZ file:
```
13
Properties=species:S:1:pos:R:3:forces:R:3:lowdin_charge:R:1
C 1.345891 -0.191486 0.506725 0.13 0.02 0.18 -0.07
C 0.689673 0.460553 -0.668655 0.06 0.22 -0.16 -0.15
C 0.617162 -1.016934 -0.501826 0.00 -0.24 -0.07 -0.14
C -0.627715 -0.208203 -0.591489 -0.07 0.11 -0.13 -0.25
N -1.472949 0.036462 0.579684 -0.18 0.31 0.36 -0.11
C -1.727672 1.191234 1.155861 0.29 -0.45 -0.47 0.00
H 2.433227 -0.244684 0.490051 -0.19 0.01 -0.02 0.11
H 0.911651 -0.063085 1.498595 0.10 0.02 -0.17 0.10
H 1.116617 1.060039 -1.458735 -0.05 -0.13 0.08 0.13
H 0.970344 -1.805441 -1.152088 -0.07 0.11 0.14 0.13
H -1.204032 -0.294149 -1.513442 0.13 0.01 0.16 0.15
H -1.886901 -0.797343 0.987573 0.01 0.12 -0.10 0.12
H -1.149143 1.930479 0.549627 -0.15 -0.08 0.21 0.00
```
Positions in Å, forces in eV/Å.

(5)
Formula: C5H7N
Source: the OMol25 dataset
Level of theory: ωB97M-V/def2-TZVPD

Summary:
LUMO level: 0.0 eV
Gap between HOMO and LUMO: 8.61 eV
Highest occupied orbital energy: -8.57 eV

XYZ file:
```
13
Properties=species:S:1:pos:R:3:forces:R:3:lowdin_charge:R:1
C 0.921813 -0.916890 -0.348756 0.02 0.09 -0.01 -0.21
C 1.436593 0.451303 -0.662604 -0.34 -0.09 0.22 0.09
C 0.516119 1.343848 0.090122 0.09 0.01 -0.14 -0.25
N -0.544351 0.624653 0.821007 0.11 0.11 0.07 -0.07
C -0.287579 -0.797655 0.580186 0.06 -0.22 0.02 -0.27
C -1.446592 -0.123869 -0.045732 -0.22 -0.02 -0.14 -0.12
H 1.736512 -1.572026 -0.014286 -0.13 0.13 0.02 0.11
H 1.171095 1.853679 0.819641 -0.02 -0.05 -0.13 0.12
H 0.120247 2.148642 -0.544801 0.07 -0.09 0.08 0.12
H -0.410916 -1.472782 1.423985 0.03 0.10 -0.17 0.13
H 0.632860 -1.325999 -1.330615 0.15 0.00 0.02 0.12
H -2.456148 -0.250107 0.337517 0.17 0.00 -0.03 0.10
H -1.389648 0.037199 -1.125659 0.02 0.03 0.19 0.12
```
Positions in Å, forces in eV/Å.

(6)
Formula: C5H7N
Source: the OMol25 dataset
Level of theory: ωB97M-V/def2-TZVPD

Summary:
LUMO level (alpha / beta): 0.4 / 0.6 eV
Gap between HOMO and LUMO (alpha / beta): 7.65 / 7.93 eV
Highest occupied orbital energy (alpha / beta): -7.26 / -7.35 eV

XYZ file:
```
13
Properties=species:S:1:pos:R:3:forces:R:3:lowdin_charge:R:1
C -1.519801 -0.077155 -0.242900 3.10 -2.20 0.51 -0.05
C -2.013391 1.052592 0.068318 -0.58 2.04 0.15 -0.03
C 2.497302 0.403602 -0.150103 1.73 1.78 0.07 -0.11
C -0.683618 -1.300808 -0.256580 -0.90 -0.09 0.48 -0.23
C 0.482231 -0.544380 0.334790 -3.00 0.09 -0.36 -0.20
N 1.428691 -0.092853 -0.594241 -1.57 -0.68 1.74 -0.05
H -1.565559 1.972315 0.469710 0.22 -0.58 -0.03 0.07
H -3.041314 1.171157 -0.200903 -0.86 0.28 -0.11 0.05
H 3.183554 0.763272 -0.979771 -0.34 -0.39 1.54 0.08
H 2.697234 0.629703 0.970780 -0.12 -0.49 -1.87 0.10
H -1.142875 -2.054207 0.448980 0.60 0.50 -1.10 0.12
H -0.540124 -1.621934 -1.294715 0.14 -0.35 0.52 0.11
H 0.217676 -0.301301 1.426635 1.59 0.09 -1.54 0.14
```
Positions in Å, forces in eV/Å.

(7)
Formula: C5H7N
Source: the OMol25 dataset
Level of theory: ωB97M-V/def2-TZVPD

Summary:
SMILES: [H]/N=C\CC=C=C
LUMO level: 1.0 eV
Gap between HOMO and LUMO: 10.61 eV
Highest occupied orbital energy: -9.63 eV

XYZ file:
```
13
Properties=species:S:1:pos:R:3:forces:R:3:lowdin_charge:R:1
H -2.048295 -1.077541 -0.928408 -0.08 -0.02 0.07 0.05
N -2.104821 -0.778248 0.049923 0.39 -0.11 0.01 0.09
C -0.960533 -0.862543 0.588257 -0.20 0.02 -0.03 -0.28
C 0.323509 -1.312286 -0.066860 -0.07 -0.09 -0.05 -0.19
C 1.222244 -0.130242 -0.376548 -0.03 0.23 0.11 -0.12
C 0.817101 1.096390 -0.175603 -0.03 -0.02 -0.02 -0.13
C 0.295712 2.270608 0.047962 0.06 -0.09 -0.07 0.01
H -0.875548 -0.540198 1.632094 0.01 -0.07 -0.12 0.11
H 0.872713 -1.964343 0.625404 -0.12 0.01 -0.09 0.11
H 0.101491 -1.908031 -0.961987 0.05 0.15 0.07 0.11
H 2.238424 -0.333005 -0.711341 -0.12 0.06 0.17 0.10
H -0.114174 2.851301 -0.772884 -0.11 -0.09 0.12 0.06
H 0.232173 2.688142 1.049996 0.25 0.02 -0.18 0.06
```
Positions in Å, forces in eV/Å.

(8)
Formula: C5H7N
Source: the OMol25 dataset
Level of theory: ωB97M-V/def2-TZVPD

Summary:
LUMO level (alpha / beta): 0.4 / 0.9 eV
Gap between HOMO and LUMO (alpha / beta): 7.19 / 7.74 eV
Highest occupied orbital energy (alpha / beta): -6.79 / -6.86 eV

XYZ file:
```
13
Properties=species:S:1:pos:R:3:forces:R:3:lowdin_charge:R:1
C 1.777847 -0.150319 -0.164974 0.01 -0.06 -0.09 -0.06
C 0.293715 0.031066 -0.182392 0.12 -0.31 -0.36 -0.36
C -1.273388 0.885567 1.279458 -0.72 0.00 0.50 -0.01
N -0.258715 1.104700 0.454503 0.45 0.31 -0.34 -0.06
C -0.574282 -0.902618 -0.795340 -0.18 -0.21 -0.26 -0.14
C -1.278548 -1.634588 -1.465119 0.41 0.30 0.38 0.10
H 2.055871 -0.990216 -0.804211 0.03 0.19 -0.01 0.08
H 2.119218 -0.388719 0.852414 0.03 0.09 -0.13 0.08
H 2.315413 0.750101 -0.496499 -0.08 -0.11 0.05 0.08
H -2.109559 1.563041 1.373386 0.19 0.20 0.07 0.06
H -1.268409 -0.069271 1.778579 -0.30 -0.07 -0.15 0.07
H 0.085690 2.050680 0.262035 -0.05 -0.41 0.16 0.16
H -1.884854 -2.249424 -2.091840 0.08 0.06 0.18 0.01
```
Positions in Å, forces in eV/Å.

(9)
Formula: C5H7N
Source: the OMol25 dataset
Level of theory: ωB97M-V/def2-TZVPD

Summary:
LUMO level: 0.8 eV
Gap between HOMO and LUMO: 8.85 eV
Highest occupied orbital energy: -8.01 eV

XYZ file:
```
13
Properties=species:S:1:pos:R:3:forces:R:3:lowdin_charge:R:1
C 1.212544 -0.278954 0.545436 0.15 -0.11 0.46 -0.16
C 0.682680 0.883208 -0.205025 0.12 -0.61 -0.27 -0.13
C 0.405916 -0.741099 -0.599493 0.55 0.58 -0.55 -0.08
C -1.080119 -0.397894 -0.465601 0.01 -0.20 -0.73 -0.46
N -1.663398 -0.460048 0.825589 0.32 2.14 0.11 0.12
C -0.805648 0.984328 -0.157685 -0.71 -0.45 0.94 -0.03
H 2.273531 -0.440670 0.366118 -0.09 0.02 0.18 0.12
H 0.927644 -0.408429 1.583052 -0.02 -0.18 0.13 0.10
H 1.333482 1.738534 -0.447338 -0.37 -0.70 -0.32 0.13
H 0.770071 -1.470236 -1.323436 0.23 0.51 0.03 0.12
H -1.731485 -0.655849 -1.288725 -0.03 -0.32 -0.15 0.13
H -0.966076 -0.648412 1.542896 0.05 -0.14 -0.21 0.02
H -1.359146 1.895516 -0.375784 -0.22 -0.54 0.37 0.12
```
Positions in Å, forces in eV/Å.

(10)
Formula: C5H7N
Source: the OMol25 dataset
Level of theory: ωB97M-V/def2-TZVPD

Summary:
SMILES: C1=C[C@H]2N[C@H]2C1
LUMO level: 1.3 eV
Gap between HOMO and LUMO: 9.92 eV
Highest occupied orbital energy: -8.66 eV

XYZ file:
```
13
Properties=species:S:1:pos:R:3:forces:R:3:lowdin_charge:R:1
C -1.233942 -0.150370 -0.648331 0.17 -0.19 0.02 -0.09
C -0.580628 -1.218669 -0.184851 0.05 0.13 -0.16 -0.05
C 0.590262 -0.822030 0.666659 0.01 -0.24 0.17 -0.26
N 1.682125 -0.226844 -0.006097 0.80 0.20 0.76 0.03
C 0.701654 0.676732 0.490611 -0.08 0.34 0.31 -0.25
C -0.597823 1.138554 -0.178363 0.11 -0.03 -0.10 -0.14
H -2.103166 -0.183704 -1.300841 0.24 0.01 -0.02 0.10
H -0.751816 -2.245683 -0.487898 -0.27 0.05 0.26 0.10
H 0.829343 -1.329057 1.599981 -0.25 -0.05 -0.10 0.13
H 2.146451 -0.459934 -0.847278 -0.58 0.04 -1.22 0.10
H 1.143736 1.335326 1.229705 -0.41 -0.01 0.29 0.13
H -1.223802 1.613143 0.595483 0.23 -0.05 -0.16 0.12
H -0.460566 1.887672 -0.966120 -0.02 -0.20 -0.04 0.11
```
Positions in Å, forces in eV/Å.

(11)
Formula: C5H7N
Source: the OMol25 dataset
Level of theory: ωB97M-V/def2-TZVPD

Summary:
SMILES: C#C[C@]1(C)CN1
LUMO level: 1.1 eV
Gap between HOMO and LUMO: 10.41 eV
Highest occupied orbital energy: -9.32 eV

XYZ file:
```
13
Properties=species:S:1:pos:R:3:forces:R:3:lowdin_charge:R:1
C 0.350765 2.424924 -0.679775 0.00 -0.45 0.17 0.12
C 0.300930 1.280335 -0.304269 -0.02 0.43 -0.06 -0.07
C 0.127435 -0.122364 0.041482 -0.06 0.02 -0.14 -0.54
C -0.039149 -1.044861 -1.146604 -0.01 -0.06 -0.03 -0.03
C -0.639778 -0.443694 1.270341 -0.35 0.01 0.09 -0.13
N 0.786548 -0.730000 1.209634 0.22 0.15 0.17 0.06
H 0.373164 3.438914 -1.017013 0.06 -0.21 0.11 0.03
H 0.761258 -0.928021 -1.882423 -0.06 0.04 0.15 0.08
H -0.995409 -0.827870 -1.630811 0.12 -0.06 -0.05 0.09
H -0.040886 -2.078500 -0.792894 -0.02 0.11 -0.05 0.08
H -0.964748 0.394830 1.877733 -0.03 -0.11 -0.02 0.11
H -1.294920 -1.310012 1.263199 0.04 0.09 0.00 0.11
H 1.274790 -0.053682 1.791399 0.10 0.04 -0.35 0.10
```
Positions in Å, forces in eV/Å.

(12)
Formula: C5H7N
Source: the OMol25 dataset
Level of theory: ωB97M-V/def2-TZVPD

Summary:
LUMO level (alpha / beta): -0.5 / -0.5 eV
Gap between HOMO and LUMO (alpha / beta): 8.20 / 8.20 eV
Highest occupied orbital energy (alpha / beta): -8.75 / -8.73 eV

XYZ file:
```
13
Properties=species:S:1:pos:R:3:forces:R:3:lowdin_charge:R:1
N -0.279592 1.699609 2.098329 0.16 -0.62 -0.89 0.16
C -0.140461 1.367895 0.990601 -0.07 0.06 0.85 -0.29
C 0.030277 1.187071 -0.465817 0.07 0.01 -0.07 -0.19
C -0.499478 -0.135673 -0.953324 0.03 -0.13 -0.24 -0.25
C 0.112684 -0.904671 1.678985 0.06 -0.09 0.20 0.19
C 0.202883 -0.982633 -1.691641 -0.09 0.12 0.00 -0.01
H 1.098708 1.282539 -0.687669 -0.14 -0.04 0.03 0.12
H -0.482695 2.019958 -0.964206 0.05 -0.10 0.14 0.12
H -1.514844 -0.373592 -0.645246 0.13 0.02 -0.13 0.10
H -0.660610 -1.249681 2.395482 0.08 0.33 0.05 -0.03
H 1.064077 -1.008602 2.239432 -0.15 0.27 0.10 -0.03
H 1.239771 -0.786116 -1.954621 -0.15 0.00 0.00 0.06
H -0.216841 -1.934723 -2.001111 0.03 0.17 -0.04 0.06
```
Positions in Å, forces in eV/Å.

Listing electronic energy for the structures above in their given order: -249.29315, -249.34378, -249.44563, -249.31223, -249.30435, -249.27900, -249.38907, -249.31097, -249.28333, -249.39189, -249.36821, -249.26364 Eh.
Listing relative energy (zero: lowest compared OMol25 entry of this formula, charge and spin) for the structures above in their given order: 113.0, 81.2, 17.3, 101.0, 106.0, 121.9, 52.8, 101.8, 119.2, 51.0, 65.9, 131.5 kcal per mole.